(1)
Here is a molecular structure, C16H15N5O2S at a distorted geometry from the Open Molecules 2025 dataset. Energies are from ωB97M-V with the def2-TZVPD basis set.

## Properties
DFT total energy = -1440.66283 hartree
E_LUMO = 0.32 eV
relative energy (zero: lowest compared OMol25 entry of this formula, charge and spin) = 331.38 kcal/mol
M = 341.40 g/mol
HOMO-LUMO gap = 8.612 eV
HOMO = -8.292 eV

Each line ends with the Mulliken charge.
Element x y z (Å)
1 N 3.3181 1.9303 1.6935  -0.39
2 C 1.9919 1.6428 2.0113  0.44
3 N 0.9240 2.4059 2.3296  -0.65
4 C 0.0234 1.5792 2.4106  0.75
5 N 0.4243 0.4768 2.1043  -0.39
6 N 1.7536 0.2775 1.8123  -0.45
7 H 2.2911 -0.6424 1.5524  0.30
8 S -1.5227 2.2197 2.7471  -0.18
9 C -2.5398 0.6703 2.7550  -0.77
10 H -3.4032 0.9190 3.5160  0.35
11 H -2.0783 -0.2920 3.1757  0.34
12 C -3.0383 0.2563 1.2783  0.55
13 O -4.0447 0.6394 1.1286  -0.41
14 N -2.1254 -0.4115 0.7227  -0.06
15 C -2.0030 -0.5781 -0.6775  0.60
16 C -3.0342 -0.7300 -1.4276  -0.52
17 C -2.8563 -0.9194 -2.6575  -0.27
18 C -1.6601 -1.4066 -3.2544  -0.21
19 C -0.7849 -1.3654 -2.4748  0.31
20 C -0.7943 -1.2422 -1.0900  -0.92
21 H 0.0863 -1.1365 -0.5080  0.49
22 O 0.5802 -2.0645 -3.0126  -0.60
23 C 1.6576 -1.5023 -2.4533  0.51
24 C 1.9200 -0.3008 -1.9166  0.16
25 C 2.9950 0.4205 -1.6536  -0.66
26 C 4.1208 -0.5771 -1.3631  -0.69
27 C 4.1609 -1.8133 -1.7883  -0.52
28 C 2.6642 -2.3150 -2.4839  -0.24
29 H 2.7538 -3.3986 -2.7647  0.32
30 H 4.8691 -2.6159 -1.8066  0.44
31 H 5.0580 -0.2916 -1.0838  0.52
32 H 3.2862 1.3949 -1.1352  0.31
33 H 1.0341 0.5664 -1.9670  0.01
34 H -1.4951 -1.5385 -4.2980  0.47
35 H -3.7337 -0.8834 -3.4429  0.22
36 H -4.2386 -0.3764 -1.1488  0.15
37 H -1.1718 -0.2611 1.1310  0.25
38 H 3.5747 2.6713 2.0791  0.21
39 H 4.0624 1.2603 1.6505  0.21

Cartesian forces (eV/Å) of the 3 atoms listed first:
N -3.5 -4.9 -3.1
C 4.5 -1.4 -1.7
N 10.7 6.4 -0.7

(2)
Here is C5H11NO in the gas phase at a distorted geometry from the Open Molecules 2025 dataset. Energies are from ωB97M-V with the def2-TZVPD basis set.

## Properties
DFT total energy = -327.02641 hartree
E_LUMO = 0.85 eV
relative energy (zero: lowest compared OMol25 entry of this formula, charge and spin) = 65.85 kcal/mol
M = 101.15 g/mol
HOMO-LUMO gap = 7.620 eV
HOMO = -6.772 eV

Each line ends with the Mulliken charge.
Element x y z (Å)
1 C -0.2813 -0.7862 1.6286  -1.25
2 C 0.1652 -0.5814 0.1997  0.41
3 C 0.3216 -1.6076 -0.6907  -0.26
4 O 0.1946 -2.9502 -0.4315  -0.52
5 N 0.2328 0.7038 -0.2870  -0.03
6 C -0.3759 0.9050 -1.7964  -0.90
7 C 0.4578 1.8533 0.5832  -0.91
8 H -0.3382 -1.8407 1.9032  0.37
9 H 0.4161 -0.3013 2.3184  0.32
10 H -1.2716 -0.3475 1.7908  0.29
11 H 0.9201 -1.4724 -1.5828  0.38
12 H -0.4487 -3.0836 0.2780  0.28
13 H -0.1223 0.1764 -2.5675  0.33
14 H 0.0256 1.8693 -2.1098  0.31
15 H -1.4559 0.9717 -1.6614  0.29
16 H -0.4352 2.0659 1.1805  0.33
17 H 1.3055 1.6850 1.2582  0.31
18 H 0.6897 2.7406 -0.0136  0.26

Cartesian forces (eV/Å) of the 3 atoms listed first:
C -0.1 0.1 -0.2
C -0.5 -1.9 -0.8
C 1.1 0.9 1.4

(3)
Here is a gas-phase ion, C6H5NO2P (charge -1) at a distorted geometry from the Open Molecules 2025 dataset. Energies are from ωB97M-V with the def2-TZVPD basis set.

## Properties
DFT total energy = -778.09968 hartree
E_LUMO = 3.68 eV
total charge = -1
relative energy (zero: lowest compared OMol25 entry of this formula, charge and spin) = 77.77 kcal/mol
M = 154.09 g/mol
HOMO-LUMO gap = 6.606 eV
HOMO = -2.927 eV

Each line ends with the Mulliken charge.
Element x y z (Å)
1 O 0.1313 -0.9072 -2.7045  -0.65
2 C 0.6593 -0.6433 -1.6704  0.94
3 C 1.5151 -0.5387 -0.7421  -0.60
4 C 2.0653 -0.3619 0.5606  -0.86
5 C 1.3538 -0.4545 1.7188  -0.12
6 C 0.0211 -0.2251 1.8772  -0.20
7 N -0.6054 0.3925 0.9101  0.15
8 C -0.9146 1.2490 0.0897  -0.35
9 P -1.8481 0.8006 -1.3938  0.40
10 O -1.8578 1.8572 -2.4243  -0.62
11 H 3.1176 -0.2901 0.5464  0.35
12 H 2.0380 -0.6741 2.6713  0.11
13 H -0.5826 -0.6285 2.6938  0.32
14 H -3.0310 1.0348 -0.4607  0.02
15 H -2.0622 -0.6108 -1.6721  0.10

Cartesian forces (eV/Å) of the 3 atoms listed first:
O -1.2 -0.1 -1.3
C 2.3 -0.4 1.1
C -0.1 0.8 0.9

(4)
Here is Br3HOSi in the gas phase at a distorted geometry from the Open Molecules 2025 dataset. Energies are from ωB97M-V with the def2-TZVPD basis set.

## Properties
DFT total energy = -8087.47087 hartree
E_LUMO = -0.89 eV
relative energy (zero: lowest compared OMol25 entry of this formula, charge and spin) = 64.57 kcal/mol
M = 284.81 g/mol
HOMO-LUMO gap = 8.852 eV
HOMO = -9.747 eV

Each line ends with the Mulliken charge.
Element x y z (Å)
1 O 0.6030 0.1241 -0.3334  -0.69
2 Si 2.7689 0.0910 0.0453  0.78
3 Br 2.6757 -1.4438 1.5763  -0.14
4 Br 2.7253 2.0948 0.8242  -0.09
5 Br 3.6449 -0.6632 -1.8186  -0.11
6 H -0.0642 -0.0539 0.3464  0.26

Cartesian forces (eV/Å) of the 3 atoms listed first:
O 3.5 0.0 -0.5
Si -5.8 -0.8 -0.5
Br 0.6 -0.1 0.2

(5)
Here is a molecular structure, C5H7NO from the Open Molecules 2025 dataset. Energies are from ωB97M-V with the def2-TZVPD basis set.

## Properties
DFT total energy = -324.65396 hartree
E_LUMO = 1.00 eV
relative energy (zero: lowest compared OMol25 entry of this formula, charge and spin) = 44.25 kcal/mol
M = 97.12 g/mol
HOMO-LUMO gap = 10.975 eV
HOMO = -9.978 eV

Each line ends with the Mulliken charge.
Element x y z (Å)
1 N 2.8081 0.1704 -0.0184  -0.69
2 C 1.5776 -0.0742 -0.0669  0.30
3 O 0.9302 -1.2965 -0.0949  -0.43
4 C -0.2146 -0.6812 -0.7476  0.03
5 C -1.4014 -0.4784 0.1827  -0.65
6 C -0.7609 0.8478 0.6742  -0.68
7 C 0.3528 0.7218 -0.4132  -0.07
8 H 3.3335 -0.7053 0.0224  0.27
9 H -0.3297 -1.0851 -1.7529  0.40
10 H -1.5646 -1.2729 0.9140  0.29
11 H -2.3219 -0.3144 -0.3874  0.26
12 H -0.4196 0.8524 1.7128  0.29
13 H -1.3989 1.7216 0.5151  0.27
14 H 0.4826 1.5491 -1.1090  0.39

Cartesian forces (eV/Å) of the 3 atoms listed first:
N -0.4 -0.2 0.1
C 0.4 0.2 0.0
O 0.1 0.0 0.0

(6)
Here is CH4BrP in the gas phase at a distorted geometry from the Open Molecules 2025 dataset. Energies are from ωB97M-V with the def2-TZVPD basis set.

## Properties
DFT total energy = -2955.81520 hartree
E_LUMO = 0.38 eV
relative energy (zero: lowest compared OMol25 entry of this formula, charge and spin) = 33.63 kcal/mol
M = 126.92 g/mol
HOMO-LUMO gap = 10.509 eV
HOMO = -10.125 eV

Each line ends with the Mulliken charge.
Element x y z (Å)
1 P -0.5665 -1.1078 -0.1668  -0.04
2 C 0.2642 0.5666 -0.3381  -0.62
3 Br 2.2332 0.1796 0.2285  -0.15
4 H -0.2924 -1.2869 1.3182  0.06
5 H -1.7133 -0.5477 0.1552  0.03
6 H 0.1107 0.7581 -1.3681  0.33
7 H -0.0359 1.4381 0.1712  0.38

Cartesian forces (eV/Å) of the 3 atoms listed first:
P 2.5 -0.5 1.9
C 1.4 -2.1 0.5
Br -1.6 0.7 -0.9

(7)
Here is C4H4O3S in the gas phase at a distorted geometry from the Open Molecules 2025 dataset. Energies are from ωB97M-V with the def2-TZVPD basis set.

## Properties
DFT total energy = -778.66382 hartree
E_LUMO = -1.75 eV
relative energy (zero: lowest compared OMol25 entry of this formula, charge and spin) = 50.47 kcal/mol
M = 132.14 g/mol
HOMO-LUMO gap = 7.368 eV
HOMO = -9.116 eV

Each line ends with the Mulliken charge.
Element x y z (Å)
1 O -3.2875 -0.4840 -0.0479  -0.56
2 C -2.1086 -0.1643 -0.0610  0.60
3 O -1.7960 1.1518 -0.3178  -0.56
4 C -1.0244 -1.1271 0.0755  -0.34
5 C 0.3733 -0.8870 0.2479  -0.22
6 C 1.2856 0.1974 0.1786  0.39
7 O 0.8262 1.4090 0.3734  -0.49
8 S 2.8927 -0.2362 -0.2250  -0.24
9 H -2.8111 1.4964 -0.0017  0.41
10 H -1.2746 -2.2101 0.2812  0.30
11 H 0.8064 -1.9178 0.3235  0.28
12 H -0.0998 1.6822 0.2890  0.44

Cartesian forces (eV/Å) of the 3 atoms listed first:
O 1.1 0.3 0.5
C -1.2 -0.5 -1.1
O -4.1 0.5 2.2

> Which of these has the highest HOMO-LUMO gap?

C5H7NO

> Among the records above, which one has the lowest E_LUMO?

C4H4O3S

> Look up the DFT total energy of the second one.

-327.02641 hartree